[1]
Here is a structure of composition C25H19AsBrF6N4O11Pb from the Open Molecules 2025 dataset. Energies are from ωB97M-V with the def2-TZVPD basis set.

Geometry as ORCA input:
```
! wB97M-V def2-TZVPD RIJCOSX def2/J DEFGRID3
* xyz 0 2
Pb -0.990 0.958 -1.096
O 4.177 -2.285 0.100
C 4.291 -1.906 -1.216
C 5.518 -1.914 -1.861
C 5.604 -1.547 -3.195
C 4.465 -1.172 -3.886
C 3.239 -1.159 -3.237
C 3.140 -1.517 -1.901
C 1.795 -1.563 -1.186
O 0.755 -1.108 -2.024
N 1.810 -0.788 0.045
N 1.200 0.369 0.265
C 1.509 0.996 1.341
C 0.925 2.222 1.808
Br -0.437 3.034 0.675
C 1.210 2.920 2.915
C 2.142 2.665 4.011
C 2.627 1.414 4.402
C 3.503 1.294 5.467
C 3.912 2.415 6.175
C 3.423 3.663 5.816
C 2.546 3.783 4.754
H 5.045 -2.533 0.432
H 6.404 -2.217 -1.314
H 6.566 -1.558 -3.690
H 4.530 -0.892 -4.928
H 2.346 -0.862 -3.770
H 1.583 -2.603 -0.916
H 2.520 -1.100 0.694
H 2.286 0.585 1.981
H 0.689 3.866 3.008
H 2.277 0.516 3.913
H 3.856 0.315 5.762
H 4.586 2.310 7.015
H 3.709 4.542 6.377
H 2.169 4.762 4.482
O -1.919 -2.574 1.333
C -2.126 -1.401 1.039
O -1.311 -0.458 0.859
C -3.637 -1.054 0.844
C -4.579 -1.904 1.352
C -5.934 -1.663 1.130
C -6.364 -0.614 0.309
C -5.444 0.225 -0.233
C -4.018 0.129 0.087
O -3.222 1.027 -0.232
N -5.937 1.237 -1.194
O -7.126 1.504 -1.117
O -5.174 1.681 -2.018
N -6.928 -2.549 1.724
O -6.525 -3.453 2.427
O -8.097 -2.318 1.475
H -4.276 -2.761 1.936
H -7.413 -0.480 0.088
C -1.555 -3.598 -3.299
C -1.116 -2.426 -2.477
O 0.216 -2.261 -2.655
O -1.814 -1.735 -1.788
H -0.711 -4.235 -3.549
H -1.996 -3.215 -4.220
H -2.319 -4.146 -2.755
F 0.541 2.686 -2.709
As -0.805 3.065 -3.811
F -1.775 3.215 -2.341
F -1.167 1.319 -3.743
F -2.189 3.326 -4.779
F 0.214 2.792 -5.169
F -0.419 4.734 -3.736
*
```

highest occupied orbital energy (spin up / spin down) = -0.3179 / -0.3179 Ha
expectation value of S² = 0.79
LUMO energy (spin up / spin down) = -1.05 / -3.84 eV
relative energy (zero: lowest compared OMol25 entry of this formula, charge and spin) = 82.0 kJ/mol

=====

[2]
Here is a structure of composition C25H19AsN2O9OsS2 from the Open Molecules 2025 dataset. Energies are from ωB97M-V with the def2-TZVPD basis set.

Geometry as ORCA input:
```
! wB97M-V def2-TZVPD RIJCOSX def2/J DEFGRID3
* xyz 0 1
Os -0.658 0.951 0.421
N -0.686 1.765 2.376
C 0.093 0.938 3.278
C -0.496 0.440 4.426
C 0.233 -0.384 5.268
C 1.546 -0.700 4.954
C 2.124 -0.199 3.799
C 1.411 0.627 2.935
C 2.026 1.142 1.681
C 3.366 1.509 1.650
C 3.958 1.970 0.481
C 3.222 2.072 -0.689
C 1.888 1.690 -0.696
C 1.285 1.239 0.485
H -1.653 1.811 2.690
H -0.333 2.720 2.356
H -1.526 0.686 4.655
H -0.229 -0.784 6.160
H 2.117 -1.352 5.602
H 3.137 -0.477 3.538
H 3.950 1.453 2.560
H 5.003 2.250 0.487
H 3.680 2.410 -1.608
H 1.326 1.758 -1.615
O -4.059 -0.907 1.616
As -2.851 -1.247 0.413
O -2.732 -2.828 0.125
O -1.383 -0.595 1.207
C -3.342 -0.265 -1.200
C -3.635 -1.150 -2.228
C -3.963 -0.679 -3.493
C -3.996 0.677 -3.748
C -3.711 1.577 -2.733
C -3.388 1.111 -1.467
S -3.035 2.341 -0.256
O -3.239 1.653 1.023
O -3.770 3.522 -0.541
O -1.510 2.630 -0.285
H -4.190 0.050 1.648
H -3.582 -2.213 -2.030
H -4.181 -1.387 -4.282
H -4.243 1.044 -4.735
H -3.744 2.644 -2.908
O 3.078 0.411 -3.819
S 2.021 -0.561 -3.861
O 1.756 -1.255 -5.085
N 0.647 0.139 -3.275
C 0.333 -0.359 -2.123
O -0.667 0.110 -1.441
C 1.187 -1.483 -1.630
C 1.065 -2.264 -0.493
C 2.013 -3.260 -0.284
C 3.049 -3.468 -1.188
C 3.164 -2.691 -2.335
C 2.216 -1.710 -2.526
H 0.250 -2.127 0.203
H 1.932 -3.891 0.591
H 3.772 -4.252 -1.000
H 3.957 -2.852 -3.054
*
```

highest occupied orbital energy (spin up / spin down) = -0.3236 / -0.3362 Ha
LUMO energy (spin up / spin down) = -1.75 / -2.01 eV
relative energy (zero: lowest compared OMol25 entry of this formula, charge and spin) = 93.9 kJ/mol

=====

[3]
Here is a cluster of 4 separate species, C25H19BrI2N3O7 in total from the Open Molecules 2025 dataset. Energies are from ωB97M-V with the def2-TZVPD basis set.

Geometry as ORCA input:
```
! wB97M-V def2-TZVPD RIJCOSX def2/J DEFGRID3
* xyz 1 1
C -4.339 0.650 -0.132
C -5.240 -0.599 -0.122
I -6.884 -0.294 -1.484
C -4.565 -1.901 -0.588
N -3.139 -1.962 -0.259
C -2.104 -1.678 -1.132
N -2.260 -1.314 -2.468
C -2.736 -2.124 -3.262
O -3.178 -2.882 -4.008
C -0.941 -1.796 -0.456
N -1.275 -2.153 0.837
I 0.083 -2.418 2.328
C -2.598 -2.250 0.926
Br -3.544 -2.679 2.434
H -4.524 1.207 0.781
H -4.558 1.293 -0.977
H -3.278 0.421 -0.137
H -5.696 -0.725 0.853
H -5.037 -2.740 -0.078
H -4.708 -2.086 -1.646
H 0.066 -1.640 -0.798
C -0.953 4.285 1.357
C 0.285 4.745 1.191
C 1.245 4.056 0.294
O 2.373 4.469 0.143
C 0.777 2.834 -0.413
C -0.460 2.378 -0.244
C -1.421 3.068 0.655
O -2.550 2.644 0.804
H -1.670 4.769 2.007
H 0.652 5.629 1.697
H 1.496 2.353 -1.064
H -0.826 1.493 -0.752
C 1.867 -5.503 -2.888
C 1.494 -6.395 -3.803
C 0.060 -6.620 -4.121
O -0.288 -7.427 -4.949
C -0.943 -5.808 -3.376
C -0.563 -4.920 -2.463
C 0.869 -4.696 -2.150
O 1.215 -3.879 -1.317
H 2.905 -5.323 -2.640
H 2.206 -6.994 -4.355
H -1.982 -5.988 -3.622
H -1.273 -4.322 -1.903
C 4.613 4.732 2.362
C 5.862 4.395 2.055
C 6.845 4.040 3.111
O 7.983 3.732 2.835
C 6.378 4.075 4.522
C 5.128 4.411 4.829
C 4.149 4.763 3.771
O 3.004 5.062 4.044
H 3.876 4.995 1.616
H 6.223 4.362 1.035
H 7.112 3.814 5.274
H 4.766 4.443 5.849
*
```

highest occupied orbital energy = -0.4254 Ha
LUMO energy = -4.56 eV